A cluster of 5 separate species, C28H53NO16P4S in total. Source: the Open Molecules 2025 dataset; level of theory: ωB97M-V with the def2-TZVPD basis set.

The geometry in ORCA input format:
```
! RIJCOSX wB97M-V def2-TZVPD def2/J DEFGRID3
* xyz 0 1
C 8.8551 -4.4470 2.7073
C 8.4884 -2.8468 2.4648
C 7.1977 -2.6257 1.4551
C 6.9163 -1.0363 1.0844
C 5.8445 -3.4394 1.9423
C 5.5644 -4.0219 3.4491
C 4.2293 -4.8684 3.8935
C 3.0824 -5.1616 2.7253
C 3.3616 -4.5366 1.2339
C 4.6901 -3.6846 0.7762
S 1.9938 -4.8501 -0.0628
C 0.4190 -4.8669 1.0141
C -1.0066 -4.2825 0.4502
C -2.2932 -4.3273 1.4827
C -2.1691 -4.9486 3.0011
C -0.7432 -5.5321 3.5700
C 0.5843 -5.4699 2.5547
N 1.8820 -5.9815 3.1438
H 9.9880 -4.6166 3.0069
H 8.2196 -4.8906 3.6147
H 8.5270 -5.0899 1.7659
H 8.2466 -2.2695 3.4673
H 9.4326 -2.3887 1.9084
H 7.5163 -3.1338 0.4228
H 7.6737 -0.6816 0.2426
H 6.9977 -0.4085 2.0686
H 5.8380 -0.9585 0.5812
H 6.3988 -3.8422 4.2737
H 4.1640 -5.2396 5.0020
H 4.8052 -3.2724 -0.3317
H -1.0656 -3.8334 -0.6406
H -3.3134 -3.9115 1.0876
H -3.1156 -4.9646 3.7254
H -0.6991 -5.9689 4.6595
H 2.0542 -6.9527 2.7500
C -7.0907 -1.2658 -0.5754
O -6.1226 -1.4568 -1.5967
P -4.5486 -0.7630 -1.4118
O -4.3264 -1.6597 -0.1862
O -5.2185 0.6742 -0.9598
C -5.7571 1.4733 -1.9937
O -2.9747 -0.0693 -1.2267
C -2.4648 0.1406 0.0790
H -7.5764 -2.2244 -0.3747
H -6.6564 -0.8889 0.3556
H -7.8458 -0.5578 -0.9353
H -6.7259 1.8587 -1.6680
H -5.8966 0.9038 -2.9146
H -5.0849 2.3135 -2.1840
H -2.0866 -0.7998 0.4883
H -3.2249 0.5659 0.7403
H -1.6272 0.8402 0.0137
C -4.1231 3.8190 1.3537
O -3.1550 3.6281 0.3325
P -1.5810 4.3219 0.5174
O -1.3588 3.4252 1.7429
O -2.2509 5.7591 0.9693
C -2.7895 6.5582 -0.0646
O -0.0071 5.0156 0.7024
C 0.5028 5.2255 2.0082
H -4.6088 2.8605 1.5544
H -3.6888 4.1960 2.2847
H -4.8782 4.5271 0.9938
H -3.7583 6.9435 0.2611
H -2.9290 5.9887 -0.9855
H -2.1173 7.3984 -0.2548
H 0.8809 4.2850 2.4174
H -0.2573 5.6508 2.6694
H 1.3404 5.9251 1.9428
C 1.7089 -9.3584 -3.3536
O 0.5735 -9.7564 -2.5993
P -1.0059 -9.3122 -3.1480
O -0.7799 -10.1641 -4.4044
O -0.4986 -7.7642 -3.4031
C -0.3601 -6.9477 -2.2577
O -2.5852 -8.8680 -3.6969
C -2.8009 -8.6703 -5.0838
H 2.3815 -10.2152 -3.4457
H 1.4494 -9.0045 -4.3561
H 2.2287 -8.5603 -2.8114
H 0.5796 -6.3962 -2.3340
H -0.3481 -7.5375 -1.3391
H -1.1890 -6.2366 -2.2226
H -2.9092 -9.6349 -5.5865
H -1.9886 -8.0940 -5.5355
H -3.7352 -8.1171 -5.2120
C -1.2660 12.2736 1.1981
O -2.0639 12.2890 0.0235
P -1.4762 11.5181 -1.4094
O -1.5090 10.1747 -0.6682
O -0.0092 12.2459 -1.2177
C 0.0718 13.6097 -1.5800
O -0.8886 10.7472 -2.8423
C 0.0104 9.6584 -2.7181
H -1.9041 12.0151 2.0473
H -0.4437 11.5536 1.1430
H -0.8576 13.2779 1.3585
H 0.6256 14.1442 -0.8049
H -0.9170 14.0613 -1.6806
H 0.6097 13.6973 -2.5271
H -0.5384 8.7474 -2.4659
H 0.7798 9.8602 -1.9675
H 0.4974 9.5016 -3.6843
*
```

Results
ΔE to the lowest compared entry with this formula, charge and spin   35.953 eV



A structure of composition C28H54AlF4O8. Source: the Open Molecules 2025 dataset; level of theory: ωB97M-V with the def2-TZVPD basis set.

The geometry in ORCA input format:
```
! RIJCOSX wB97M-V def2-TZVPD def2/J DEFGRID3
* xyz -1 1
C 8.9312 1.1588 0.9021
C 7.3556 1.6596 1.0688
C 6.6191 1.3762 -0.4060
O 6.9369 2.2286 -1.3847
O 5.7376 0.2033 -0.5130
C 4.5512 0.4647 -1.3417
C 3.7611 1.8617 -1.0076
Al 3.0955 2.0401 0.9275
C 2.5958 4.0495 1.2200
F 4.3512 1.4259 2.2035
C 1.2732 1.0241 0.9967
O 1.4813 -0.4062 1.2738
C 1.2304 -0.6966 2.7247
F 1.6036 -2.1479 2.8892
F 2.1063 0.1424 3.6138
F -0.2191 -0.5014 3.0833
H 9.2763 1.5640 -0.1551
H 8.9424 -0.0169 0.8205
H 9.6441 1.5660 1.7382
H 6.8541 0.8846 1.8205
H 7.2517 2.7726 1.4182
H 4.7606 0.3970 -2.5142
H 3.7819 -0.4184 -1.1137
H 2.7981 1.8836 -1.7078
H 4.3718 2.8403 -1.2481
H 1.5090 4.1196 1.6625
H 2.6502 4.5561 0.1423
H 3.3396 4.5713 1.9800
H 0.6273 1.5892 1.8112
H 0.7595 1.2112 -0.0617
C -4.6110 2.4400 2.7692
C -3.5611 1.4128 3.1063
C -2.8892 1.1956 1.7680
O -2.9849 2.4328 1.0487
C -3.9009 3.2926 1.7406
H -4.9577 3.0137 3.6324
H -5.4782 1.9482 2.3128
H -2.8443 1.8358 3.8200
H -3.9673 0.4928 3.5341
H -3.4070 0.4281 1.1831
H -1.8385 0.9083 1.8682
H -3.3172 4.0868 2.2186
H -4.5906 3.7488 1.0251
C 4.9197 1.5957 -6.7988
C 3.5482 2.2198 -6.7861
C 3.0472 1.8557 -5.4055
O 4.1974 1.7803 -4.5519
C 5.3748 1.8021 -5.3707
H 5.5983 2.0406 -7.5310
H 4.8376 0.5236 -7.0137
H 3.6357 3.3090 -6.8766
H 2.8945 1.8617 -7.5854
H 2.5651 0.8724 -5.4041
H 2.3415 2.5909 -5.0082
H 5.8516 2.7802 -5.2439
H 6.0712 1.0284 -5.0359
C -8.3909 1.3332 -1.3175
C -9.3328 2.3580 -0.7400
C -8.8193 2.4975 0.6765
O -7.4084 2.2433 0.6347
C -7.0821 1.6941 -0.6495
H -8.3328 1.3552 -2.4086
H -8.7026 0.3278 -1.0102
H -9.2189 3.3087 -1.2740
H -10.3844 2.0639 -0.7856
H -9.2735 1.7531 1.3391
H -9.0020 3.4925 1.0925
H -6.5471 2.4643 -1.2158
H -6.4224 0.8311 -0.5248
C -3.8388 -2.7536 0.9852
C -5.0361 -3.6625 0.8801
C -5.8280 -3.0157 -0.2353
O -4.8796 -2.3886 -1.1095
C -3.6008 -2.3751 -0.4602
H -2.9694 -3.2240 1.4514
H -4.1000 -1.8616 1.5671
H -4.7144 -4.6658 0.5767
H -5.6035 -3.7520 1.8099
H -6.4936 -2.2360 0.1502
H -6.4261 -3.7380 -0.7983
H -2.9633 -3.1106 -0.9629
H -3.1439 -1.3872 -0.5658
C 2.3636 -5.2231 1.9964
C 1.7626 -6.1866 2.9869
C 2.4287 -7.4904 2.6048
O 3.7231 -7.1593 2.0834
C 3.7791 -5.7422 1.8687
H 2.3198 -4.1791 2.3166
H 1.8457 -5.3092 1.0337
H 2.0544 -5.9022 4.0047
H 0.6716 -6.2367 2.9453
H 1.8717 -8.0048 1.8146
H 2.5371 -8.1706 3.4546
H 4.4297 -5.3133 2.6386
H 4.2155 -5.5348 0.8877
*
```



A cluster of 2 separate species, C28H54ClFN4O6 in total. Source: the Open Molecules 2025 dataset; level of theory: ωB97M-V with the def2-TZVPD basis set.

The geometry in ORCA input format:
```
! RIJCOSX wB97M-V def2-TZVPD def2/J DEFGRID3
* xyz 0 1
C 2.4279 -4.8697 3.0763
C 3.0961 -5.1832 1.5965
C 2.0449 -4.7273 0.4243
F 2.2402 -5.7014 -0.7125
N 2.2417 -3.3264 -0.1094
C 2.9487 -2.3732 0.8282
C 2.9412 -0.8323 0.1782
O 3.9863 -0.0077 0.8530
C 4.1633 1.2209 0.0632
C 5.5340 1.2785 -0.8340
N 6.7319 0.5779 -0.2094
C 7.9394 1.2649 -0.8074
C 8.6471 2.3939 0.1466
C 7.6247 3.2376 1.1100
O 9.2533 3.3981 -0.7873
N 1.5452 -0.2894 0.3913
C 0.4844 -1.3614 0.2562
C 0.9357 -2.6765 -0.6140
C 1.0054 -2.3734 -2.2571
C -0.4031 -1.7608 -2.8385
C -0.2121 -0.1876 -3.2845
C -1.6274 0.6572 -3.3326
C -2.7879 -0.0345 -4.2760
C -3.8064 -1.0265 -3.4091
C -4.7942 -0.0691 -2.4993
C -5.7273 -0.8808 -1.4229
C -6.2425 0.2488 -0.3121
C -5.0783 0.6607 0.7722
C -5.6272 1.6459 1.9912
C -4.6342 2.9029 2.3342
N -3.3108 2.4496 2.9424
C -2.9235 1.0463 3.3728
C -1.3716 1.2214 3.8832
C -0.9069 2.7907 3.7570
C -2.2551 3.5217 3.1384
H 1.8536 -5.8538 3.4213
H 1.5907 -4.0411 2.9593
H 3.2133 -4.5921 3.8981
H 3.1710 -6.3706 1.5310
H 4.1904 -4.7876 1.4687
H 0.9587 -4.9449 0.8357
H 2.8391 -3.4217 -0.9840
H 4.1010 -2.6840 0.8593
H 2.5114 -2.3298 1.9152
H 3.2683 -0.8747 -0.9644
H 3.2623 1.4045 -0.6970
H 4.1489 2.1683 0.7800
H 5.8395 2.4303 -0.9049
H 5.3337 0.9369 -1.9394
H 6.7144 0.6103 0.8334
H 8.7565 0.4113 -0.9732
H 7.6947 1.6714 -1.8908
H 9.5726 1.9698 0.7661
H 8.1546 3.3059 2.1772
H 7.4330 4.3478 0.7823
H 6.5855 2.7359 1.3019
H 8.4360 3.7211 -1.3069
H 1.3235 0.5234 -0.2266
H -0.4903 -0.8351 -0.1277
H 0.2420 -1.7454 1.3553
H 0.0565 -3.4726 -0.4960
H 1.2739 -3.3813 -2.8361
H 1.8635 -1.6044 -2.4639
H -0.8498 -2.3467 -3.7585
H -1.1816 -1.7996 -1.9621
H 0.2760 -0.1677 -4.3641
H 0.5978 0.2959 -2.5581
H -1.9988 0.8411 -2.2151
H -1.3583 1.7164 -3.8064
H -3.4465 0.8568 -4.6977
H -2.3236 -0.6001 -5.2185
H -4.4669 -1.6608 -4.1747
H -3.2055 -1.8252 -2.7837
H -5.5443 0.5298 -3.2081
H -4.1753 0.7396 -1.8791
H -6.6727 -1.3706 -1.9581
H -5.1731 -1.7965 -0.8985
H -7.1717 -0.1790 0.2597
H -6.5750 1.2219 -0.8988
H -4.7597 -0.3565 1.3087
H -4.1046 1.1220 0.2864
H -6.6360 2.1201 1.5671
H -5.9063 1.0356 2.9735
H -4.3478 3.4908 1.3407
H -5.1090 3.6777 3.0820
H -3.5806 0.0684 3.2994
H -0.7038 0.3413 4.2692
H 0.1280 3.2782 4.0172
H -2.3337 4.6622 2.8847
O -9.9688 4.3801 0.2093
Cl -9.4718 3.5942 1.3219
O -8.3967 4.3122 1.9787
O -8.9754 2.3229 0.8321
O -10.5460 3.3617 2.2675
*
```



Max |F| readings, ordered: 9.02; 7.86; 6.22 eV/A
HOMO level readings, ordered: -7.76; -5.06; -7.20 eV